ORCA calculation (ωB97M-V/def2-TZVPD) on 2 unconnected molecules or ions with the total composition C6H8FNO2.

Each line ends with the Löwdin charge.
Geometry (Å):
1 C -1.0607 0.8686 -1.1544  -0.06
2 C -0.7111 -0.5757 -0.7913  -0.11
3 C -0.9301 -0.2453 0.7115  -0.07
4 C -1.2432 1.2007 0.3366  -0.28
5 C 0.3762 -0.6519 0.1887  -0.16
6 C 1.2144 -1.7998 0.5787  -0.03
7 N 1.7799 1.0346 -0.0044  -0.31
8 O 1.8809 1.5127 -1.0923  0.04
9 O 2.3501 1.2546 1.0221  0.04
10 F -2.5325 1.5601 0.6360  0.01
11 H -0.2959 1.4226 -1.6886  0.09
12 H -2.0051 0.9517 -1.6850  0.12
13 H -1.0326 -1.4246 -1.3742  0.14
14 H -1.4565 -0.7758 1.4880  0.15
15 H -0.5976 1.9655 0.7806  0.15
16 H 0.5807 -2.6602 0.8097  0.10
17 H 1.7946 -1.5603 1.4675  0.09
18 H 1.8885 -2.0775 -0.2294  0.09

Computed properties:
- E_LUMO (alpha / beta) (eV) = -0.12 / -0.12
- Kohn-Sham gap (alpha / beta) (eV) = 8.684 / 8.683
- E_HOMO (alpha / beta) (hartree) = -0.3235 / -0.3235
- M (g/mol) = 145.133
- ΔE to the lowest compared entry with this formula, charge and spin (kJ/mol) = 569.0
- net charge = 0

ORCA calculation (ωB97M-V/def2-TZVPD) on a molecular structure, C46H67BBr2HfN8O4SSi.

Each line ends with the Löwdin charge.
Geometry (Å):
1 Hf 1.1973 0.5568 -0.2541  1.65
2 C -1.2307 0.9128 -3.3567  -0.03
3 C 0.0742 0.2069 -3.5153  -0.32
4 C 0.5911 -0.2987 -4.7113  0.02
5 C 1.8196 -0.8442 -4.3984  -0.26
6 C 2.8118 -1.5129 -5.2959  -0.02
7 N 2.0100 -0.6787 -3.0835  0.03
8 N 0.9348 -0.0399 -2.5211  -0.04
9 B 3.2661 -1.0087 -2.2612  -0.51
10 N 2.9304 -1.9982 -1.1339  0.04
11 N 2.1723 -1.5925 -0.0744  -0.04
12 C 2.0784 -2.6320 0.7558  -0.34
13 C 1.3166 -2.5934 2.0402  -0.03
14 C 2.7873 -3.7155 0.2265  0.03
15 C 3.3095 -3.2754 -0.9734  -0.26
16 C 4.1706 -4.0079 -1.9544  -0.01
17 N 3.7809 0.3501 -1.6757  0.02
18 N 2.9613 1.4554 -1.6582  0.01
19 C 3.7573 2.5221 -1.6259  -0.32
20 C 3.2182 3.9043 -1.7992  -0.02
21 C 5.0944 2.1116 -1.5723  0.03
22 C 5.0641 0.7301 -1.5975  -0.29
23 C 6.1814 -0.2595 -1.6006  -0.03
24 H -1.7925 0.8287 -4.2868  0.09
25 H -1.0847 1.9712 -3.1431  0.08
26 H -1.8273 0.4845 -2.5522  0.03
27 H 0.1211 -0.2675 -5.6833  0.11
28 H 2.4128 -1.5420 -6.3084  0.08
29 H 3.0195 -2.5371 -4.9797  0.08
30 H 3.7606 -0.9741 -5.3136  0.09
31 H 4.1036 -1.4928 -2.9742  0.12
32 H 0.3594 -3.1034 1.9243  0.06
33 H 1.1028 -1.5767 2.3575  0.04
34 H 1.8850 -3.0911 2.8275  0.09
35 H 2.9073 -4.6950 0.6674  0.11
36 H 4.0099 -5.0799 -1.8454  0.08
37 H 5.2305 -3.8058 -1.7800  0.09
38 H 3.9443 -3.7280 -2.9828  0.06
39 H 2.1405 3.9289 -1.6477  0.07
40 H 3.4235 4.2359 -2.8191  0.09
41 H 3.6929 4.6100 -1.1179  0.08
42 H 5.9726 2.7403 -1.5358  0.12
43 H 6.3122 -0.7040 -2.5913  0.08
44 H 5.9861 -1.0685 -0.8920  0.07
45 H 7.1112 0.2338 -1.3179  0.08
46 C -1.8600 1.3962 2.1175  -0.03
47 C -0.5814 1.2047 2.8663  -0.28
48 C -0.6252 1.4014 4.2685  -0.01
49 C 0.4912 1.2841 5.0309  -0.02
50 C 1.7260 1.0244 4.4036  -0.19
51 C 2.9685 0.9136 5.0787  -0.63
52 Br 3.0558 1.0846 6.9653  0.77
53 C 4.1195 0.6954 4.3903  -0.17
54 C 4.0782 0.6150 2.9863  -0.60
55 Br 5.6937 0.3635 2.0376  0.82
56 C 2.9125 0.7618 2.2753  -0.41
57 O 2.8740 0.7758 0.9577  -0.26
58 C 1.7049 0.8969 3.0060  -0.17
59 N 0.5549 0.9162 2.2503  0.11
60 H -2.7077 1.0732 2.7187  0.08
61 H -1.8606 0.8575 1.1803  0.01
62 H -1.9863 2.4612 1.8979  0.10
63 H -1.5819 1.6366 4.7188  0.12
64 H 0.4512 1.4155 6.1043  0.08
65 H 5.0638 0.5961 4.9057  0.10
66 C 1.0109 4.6778 3.2123  -0.09
67 N 1.9436 3.8383 2.4853  -0.24
68 C 3.2957 4.0495 2.9755  -0.09
69 C 1.9343 4.0255 1.0362  -0.20
70 C 0.5897 3.8214 0.3725  -0.25
71 C -0.2299 4.9427 0.3005  -0.07
72 C -1.5134 4.8785 -0.2280  -0.07
73 C -1.9889 3.6579 -0.6730  -0.09
74 C -1.1636 2.5389 -0.6136  -0.19
75 C 0.1618 2.5727 -0.1441  -0.21
76 H 1.2510 5.7530 3.1209  0.09
77 H -0.0066 4.5219 2.8591  0.07
78 H 1.0459 4.4144 4.2717  0.08
79 H 3.3458 3.8399 4.0481  0.09
80 H 3.6317 5.0904 2.8111  0.09
81 H 3.9924 3.3822 2.4606  0.08
82 H 2.6582 3.3152 0.6427  0.08
83 H 2.3004 5.0376 0.7854  0.12
84 H 0.1466 5.8922 0.6698  0.11
85 H -2.1326 5.7680 -0.2775  0.10
86 H -2.9974 3.5714 -1.0611  0.09
87 H -1.5973 1.5975 -0.9334  0.03
88 C -5.8671 -0.7961 -0.9531  -0.02
89 C -4.8860 0.3699 -0.9665  -0.63
90 C -5.1184 1.2860 0.2283  -0.02
91 C -5.0083 1.1368 -2.2728  -0.02
92 O -3.5259 -0.1007 -0.9262  -0.17
93 Si -2.8656 -1.4111 -0.1850  -0.12
94 S -0.7974 -1.2140 -0.2762  0.47
95 O -3.4762 -1.4853 1.3314  -0.15
96 C -3.3344 -2.4605 2.3789  -0.63
97 C -2.9195 -3.8202 1.8236  -0.04
98 C -4.6915 -2.5595 3.0502  -0.03
99 C -2.2795 -1.9556 3.3553  -0.02
100 O -3.3427 -2.8073 -0.8954  -0.16
101 C -2.9381 -3.5494 -2.0653  -0.64
102 C -4.1643 -4.3454 -2.4763  -0.03
103 C -1.7986 -4.4885 -1.6910  -0.03
104 C -2.5139 -2.6141 -3.1890  -0.03
105 H -6.8887 -0.4164 -1.0261  0.09
106 H -5.7763 -1.3761 -0.0294  0.08
107 H -5.6810 -1.4646 -1.7981  0.08
108 H -6.1318 1.6966 0.2032  0.09
109 H -4.4032 2.1141 0.2089  0.07
110 H -4.9825 0.7297 1.1601  0.08
111 H -5.9987 1.5901 -2.3632  0.09
112 H -4.8510 0.4653 -3.1217  0.09
113 H -4.2551 1.9253 -2.3174  0.07
114 H -3.6591 -4.1906 1.1109  0.08
115 H -2.8246 -4.5350 2.6439  0.09
116 H -1.9559 -3.7514 1.3064  0.07
117 H -5.4409 -2.9039 2.3322  0.09
118 H -4.9952 -1.5802 3.4291  0.09
119 H -4.6571 -3.2643 3.8862  0.09
120 H -1.3584 -1.7184 2.8125  0.06
121 H -2.0562 -2.7167 4.1087  0.09
122 H -2.6271 -1.0555 3.8685  0.08
123 H -4.4954 -4.9748 -1.6463  0.09
124 H -3.9368 -4.9845 -3.3338  0.09
125 H -4.9821 -3.6720 -2.7470  0.08
126 H -2.1189 -5.1677 -0.8951  0.08
127 H -0.9340 -3.9210 -1.3397  0.06
128 H -1.5021 -5.0840 -2.5591  0.09
129 H -3.3038 -1.8856 -3.4003  0.09
130 H -2.3113 -3.1867 -4.0984  0.09
131 H -1.6034 -2.0774 -2.9118  0.05

Computed properties:
- E_LUMO (eV) = -0.10
- Kohn-Sham gap (eV) = 7.769
- E_HOMO (hartree) = -0.2892
- M (g/mol) = 1205.357
- ΔE to the lowest compared entry with this formula, charge and spin (kJ/mol) = 0.0
- net charge = 0

ORCA calculation (ωB97M-V/def2-TZVPD) on 4 unconnected molecules or ions with the total composition C5H9N3O.

Each line ends with the Löwdin charge.
Geometry (Å):
1 C 2.1042 -1.3035 0.3004  -0.23
2 C -1.0695 -0.9386 -0.2799  -0.15
3 C -2.0675 -0.1380 0.1486  -0.40
4 C -1.7505 1.2402 -0.1050  0.08
5 C -0.3276 1.0458 -0.0323  -0.25
6 H 1.7104 -0.9904 1.8105  0.14
7 H 3.3631 -0.6238 -0.3878  0.16
8 H 2.2241 -2.8986 0.4071  0.15
9 H 1.5166 0.6733 -0.8068  0.16
10 H -0.9811 -2.1341 0.2811  0.22
11 H -3.2002 -1.5746 -0.6249  0.22
12 H -2.2545 2.2000 -0.1769  0.10
13 H 1.0506 2.6566 -0.7098  0.12
14 H 0.8455 2.2337 1.0910  0.10
15 N 1.2486 -0.5414 -0.7384  -0.15
16 N -0.0243 -0.2238 -0.3086  -0.25
17 N 0.9572 1.9506 0.0973  0.04
18 O -3.3451 -0.6335 0.0344  -0.07

Computed properties:
- E_LUMO (eV) = 0.11
- Kohn-Sham gap (eV) = 7.993
- E_HOMO (hartree) = -0.2895
- M (g/mol) = 127.147
- ΔE to the lowest compared entry with this formula, charge and spin (kJ/mol) = 1291.4
- net charge = 0

ORCA calculation (ωB97M-V/def2-TZVPD) on a gas-phase ion, C11H15F3NO2 (charge +1).

Each line ends with the Löwdin charge.
Geometry (Å):
1 C 4.2852 0.8314 1.0253  -0.05
2 C 3.0845 1.4743 0.3385  -0.25
3 O 2.5516 0.5705 -0.6235  -0.17
4 C 1.3447 0.9863 -1.2099  -0.20
5 C 0.1059 0.8009 -0.3265  -0.09
6 C -0.2849 -0.6422 -0.1482  -0.09
7 C 0.6740 -1.6249 0.1382  0.08
8 C 0.3293 -2.9694 0.2513  0.02
9 C -0.9857 -3.3352 0.0957  0.00
10 N -1.8923 -2.3780 -0.1548  0.15
11 C -1.5994 -1.0650 -0.2828  -0.09
12 C -2.7615 -0.1539 -0.5464  -0.09
13 O -2.8004 0.7721 0.5232  0.05
14 C -3.7513 1.7552 0.4428  -0.69
15 F -4.9203 1.2658 -0.0052  0.17
16 F -3.9091 2.2747 1.6447  0.21
17 F -3.3541 2.7133 -0.4151  0.17
18 H 4.3928 -0.1925 0.6727  0.08
19 H 5.2042 1.3657 0.8058  0.08
20 H 4.1557 0.8067 2.1044  0.07
21 H 2.3194 1.7430 1.0724  0.11
22 H 3.3724 2.3987 -0.1685  0.12
23 H 1.2226 0.3906 -2.1160  0.14
24 H 1.4064 2.0331 -1.5198  0.13
25 H 0.2509 1.2483 0.6579  0.13
26 H -0.7088 1.3609 -0.7838  0.12
27 H 1.7101 -1.3350 0.2434  0.13
28 H 1.0804 -3.7153 0.4595  0.13
29 H -1.3377 -4.3522 0.1683  0.15
30 H -2.8615 -2.6548 -0.2436  0.18
31 H -3.6913 -0.7220 -0.5918  0.14
32 H -2.6318 0.3490 -1.5084  0.16

Computed properties:
- E_LUMO (eV) = -4.47
- Kohn-Sham gap (eV) = 8.516
- E_HOMO (hartree) = -0.4772
- M (g/mol) = 250.240
- net charge = +1